Entry 1:
ORCA calculation (ωB97M-V/def2-TZVPD) on C3H6F2N2 in the gas phase in a non-equilibrium geometry.

Each line ends with the Mulliken charge.
Atoms and positions in Å:
1 N -1.262 1.544 0.093  -0.581
2 C -0.325 0.793 -0.688  -0.387
3 C -0.337 -0.784 -0.687  -0.418
4 N -1.269 -1.531 0.074  -0.576
5 C 0.699 -0.002 0.009  0.831
6 F 1.985 -0.003 -0.446  -0.300
7 F 0.695 -0.014 1.365  -0.314
8 H -1.049 1.436 1.077  0.288
9 H -2.197 1.274 -0.065  0.231
10 H -0.007 1.231 -1.625  0.351
11 H -0.076 -1.215 -1.636  0.352
12 H -1.085 -1.452 1.064  0.289
13 H -2.217 -1.259 -0.062  0.232

Calculated values
- SMILES string = N[C@@H]1[C@H](N)C1(F)F
- largest force on an atom (Eh/bohr) = 0.028
- relative energy (zero: lowest compared OMol25 entry of this formula, charge and spin) (eV) = 1.010
- total energy (eV) = -11622.32405
- net charge = 0
- HOMO (eV) = -9.341

***

Entry 2:
ORCA calculation (ωB97M-V/def2-TZVPD) on a 8-piece molecular cluster, H16O8 overall.

Each line ends with the Mulliken charge.
Atoms and positions in Å:
1 O 5.893 10.601 -23.669  -0.668
2 H 5.199 10.410 -23.019  0.369
3 H 5.764 11.530 -23.881  0.317
4 O 3.417 10.411 -22.264  -0.688
5 H 2.954 10.967 -22.910  0.451
6 H 2.809 10.351 -21.516  0.252
7 O 1.084 10.062 -20.482  -0.735
8 H 1.497 10.655 -19.836  0.348
9 H 0.221 9.846 -20.107  0.297
10 O 3.260 7.973 -23.450  -0.646
11 H 2.656 7.332 -23.060  0.307
12 H 3.261 8.737 -22.830  0.408
13 O 0.205 10.785 -25.543  -0.631
14 H -0.088 11.677 -25.754  0.291
15 H 0.821 10.900 -24.808  0.354
16 O 4.159 11.456 -25.742  -0.641
17 H 5.103 11.580 -25.867  0.280
18 H 4.086 10.571 -25.364  0.368
19 O 2.148 7.144 -19.945  -0.611
20 H 2.007 8.090 -19.817  0.335
21 H 1.348 6.725 -19.608  0.302
22 O 1.131 12.114 -22.960  -0.645
23 H 0.956 11.650 -22.128  0.296
24 H 0.377 12.702 -23.077  0.288

Calculated values
- SMILES string = O.O.O.O.O.O.O.O
- largest force on an atom (Eh/bohr) = 0.017
- relative energy (zero: lowest compared OMol25 entry of this formula, charge and spin) (eV) = 2.292
- total energy (eV) = -16639.71823
- net charge = 0
- HOMO (eV) = -10.506

***

Entry 3:
ORCA calculation (ωB97M-V/def2-TZVPD) on a 2-piece molecular cluster, C9H15N2O overall in a non-equilibrium geometry.

Each line ends with the Mulliken charge.
Atoms and positions in Å:
1 C -4.553 -0.320 -0.622  -0.451
2 C -3.793 0.155 -1.597  -0.398
3 C -4.006 -0.469 0.742  -0.364
4 C -2.287 0.239 -1.393  -0.356
5 C -2.705 -0.401 1.005  -0.586
6 C -1.678 -0.182 0.024  0.814
7 C 2.200 0.892 1.153  -0.669
8 C 3.856 -0.966 0.492  -0.932
9 C 1.878 -0.437 -0.834  0.225
10 N -0.463 -0.497 0.261  -0.660
11 N 2.643 -0.172 0.240  0.095
12 O 2.176 -1.309 -1.741  -0.402
13 H -5.609 -0.598 -0.724  0.361
14 H -4.261 0.468 -2.615  0.299
15 H -4.677 -0.577 1.623  0.334
16 H -1.875 1.313 -1.755  0.282
17 H -2.353 -0.377 2.079  0.195
18 H 2.784 0.894 2.021  0.319
19 H 2.473 1.816 0.642  0.344
20 H 1.123 0.744 1.139  0.228
21 H 3.370 -1.984 0.497  0.411
22 H 4.542 -0.928 -0.395  0.326
23 H 4.231 -0.771 1.533  0.299
24 H 0.890 -0.029 -1.009  0.519
25 H -0.378 -0.770 1.328  0.170
26 H -1.760 -0.498 -2.046  0.274
27 H 2.789 -1.956 -1.411  0.324

Calculated values
- largest force on an atom (Eh/bohr) = 0.055
- relative energy (zero: lowest compared OMol25 entry of this formula, charge and spin) (eV) = 3.382
- total energy (eV) = -14594.58142
- net charge = +1
- HOMO (eV) = -11.746

***

Entry 4:
ORCA calculation (ωB97M-V/def2-TZVPD) on C27H32CaF6IN4O4 as an isolated structure in a non-equilibrium geometry.

Each line ends with the Mulliken charge.
Atoms and positions in Å:
1 Ca 0.165 0.704 0.017  2.142
2 C 1.262 -0.130 2.910  -1.229
3 N -0.026 0.506 2.594  1.582
4 C -0.135 1.850 3.192  -1.380
5 C 1.029 2.837 3.053  -1.000
6 C 1.487 3.276 1.642  -0.802
7 N 0.469 2.980 0.654  0.498
8 C -0.146 3.931 0.063  -0.874
9 C -1.331 3.799 -0.772  0.942
10 C -1.757 4.942 -1.468  -0.596
11 C -2.923 4.961 -2.195  -0.870
12 C -3.717 3.801 -2.201  -0.344
13 C -3.354 2.674 -1.512  -0.989
14 C -2.134 2.614 -0.783  0.217
15 O -1.821 1.556 -0.133  -0.559
16 C -1.166 -0.335 3.071  -1.264
17 C -2.030 -1.018 1.996  -0.353
18 C -1.523 -2.364 1.430  -0.131
19 N -1.849 -2.560 -0.003  -0.965
20 C -1.114 -1.840 -0.741  1.482
21 C -1.060 -1.768 -2.215  0.128
22 C -1.537 -2.822 -2.985  -0.798
23 C -1.392 -2.831 -4.362  -0.715
24 C -0.738 -1.760 -4.969  -0.468
25 C -0.263 -0.697 -4.227  -0.700
26 C -0.419 -0.652 -2.827  -0.091
27 O 0.003 0.372 -2.130  -0.441
28 H 1.397 -0.237 4.000  0.315
29 H 2.086 0.471 2.520  0.265
30 H 1.327 -1.104 2.424  0.260
31 H -0.308 1.736 4.276  0.580
32 H -1.037 2.303 2.772  0.421
33 H 1.895 2.468 3.606  0.392
34 H 0.683 3.724 3.594  0.378
35 H 2.392 2.731 1.368  -0.008
36 H 1.730 4.348 1.646  0.598
37 H 0.202 4.964 0.221  0.140
38 H -1.133 5.830 -1.420  0.315
39 H -3.225 5.846 -2.737  0.377
40 H -4.646 3.798 -2.762  0.389
41 H -3.962 1.780 -1.520  0.422
42 H -1.821 0.321 3.651  0.549
43 H -0.770 -1.077 3.776  0.358
44 H -2.203 -0.307 1.182  -0.070
45 H -3.019 -1.167 2.440  0.457
46 H -1.984 -3.180 1.993  0.458
47 H -0.440 -2.460 1.552  -0.068
48 H -0.364 -1.241 -0.251  -0.732
49 H -2.004 -3.651 -2.467  0.427
50 H -1.755 -3.664 -4.950  0.368
51 H -0.599 -1.757 -6.045  0.390
52 H 0.230 0.143 -4.704  0.396
53 C 3.845 -2.027 0.764  -1.950
54 C 2.563 -2.674 0.195  1.480
55 O 1.452 -2.046 0.614  -0.428
56 C 2.524 -4.144 0.673  0.554
57 F 2.574 -4.202 2.023  -0.294
58 F 3.584 -4.878 0.229  -0.320
59 F 1.417 -4.798 0.306  -0.234
60 C 2.651 -2.658 -1.356  0.054
61 F 2.323 -1.432 -1.799  0.072
62 F 3.898 -2.919 -1.843  -0.365
63 F 1.822 -3.524 -1.956  -0.314
64 H 3.863 -2.196 1.839  0.442
65 H 3.732 -0.955 0.607  0.086
66 H 4.783 -2.390 0.339  0.322
67 N 4.495 0.684 -1.542  -0.334
68 C 3.273 1.172 -1.288  0.375
69 O 2.701 1.010 -0.215  -0.214
70 C 2.522 1.942 -2.346  -0.380
71 I 3.543 2.430 -4.151  0.021
72 H 4.837 -0.020 -0.905  0.292
73 H 4.835 0.685 -2.489  0.114
74 H 2.187 2.879 -1.909  0.302
75 H 1.640 1.344 -2.621  -0.081

Calculated values
- largest force on an atom (Eh/bohr) = 0.022
- relative energy (zero: lowest compared OMol25 entry of this formula, charge and spin) (eV) = 1.103
- total energy (eV) = -85519.64089
- net charge = -1
- HOMO (eV) = -4.482

***

Entry 5:
ORCA calculation (ωB97M-V/def2-TZVPD) on C61H46ClFGeI2O2P3Pd as an isolated structure in a non-equilibrium geometry.

Each line ends with the Mulliken charge.
Atoms and positions in Å:
1 Pd 0.309 0.347 -0.329  1.130
2 F 4.665 0.242 -0.078  -0.489
3 Ge 3.062 0.292 -0.916  0.800
4 C 2.384 0.453 -2.848  0.060
5 C 3.466 0.588 -3.746  -0.232
6 C 3.225 0.627 -5.136  -1.426
7 C 1.913 0.782 -5.592  -1.066
8 C 0.848 0.769 -4.702  -0.535
9 C 1.067 0.557 -3.342  -0.257
10 P -0.545 0.553 -2.494  2.184
11 C -1.339 2.123 -2.983  0.488
12 C -0.520 3.234 -3.308  -0.125
13 C -1.125 4.359 -3.888  -0.759
14 C -2.510 4.387 -4.125  -0.560
15 C -3.310 3.308 -3.785  -0.591
16 C -2.709 2.166 -3.233  -0.548
17 C -1.657 -0.796 -3.138  0.842
18 C -2.912 -1.009 -2.531  -0.602
19 C -3.865 -1.878 -3.135  -0.711
20 C -3.525 -2.667 -4.189  -0.522
21 C -2.259 -2.548 -4.731  -0.577
22 C -1.341 -1.641 -4.239  -0.635
23 C 3.295 -1.694 -1.461  -0.131
24 C 4.324 -2.125 -2.319  -0.476
25 C 4.708 -3.482 -2.314  -0.752
26 C 4.040 -4.412 -1.516  -1.228
27 C 2.934 -3.965 -0.781  0.061
28 C 2.524 -2.630 -0.797  0.380
29 P 1.078 -2.033 0.189  1.121
30 C 1.309 -2.259 1.950  0.444
31 C 0.815 -1.390 2.902  0.061
32 C 1.061 -1.647 4.268  -0.803
33 C 1.728 -2.804 4.652  -0.810
34 C 2.149 -3.728 3.675  -0.788
35 C 1.825 -3.503 2.329  -0.463
36 C -0.123 -3.364 -0.105  0.045
37 C -1.137 -3.653 0.808  -0.412
38 C -1.689 -4.940 0.777  -0.530
39 C -1.434 -5.812 -0.305  -0.606
40 C -0.628 -5.363 -1.350  -0.916
41 C -0.066 -4.069 -1.293  -0.633
42 C 3.278 2.355 -0.960  0.486
43 C 4.372 3.013 -1.632  -0.623
44 C 4.979 4.149 -1.110  -0.592
45 C 4.556 4.677 0.088  -1.015
46 C 3.438 4.121 0.689  -0.129
47 C 2.669 3.083 0.108  -0.317
48 P 1.083 2.382 0.754  0.769
49 C -0.236 3.641 0.725  0.530
50 C 0.166 4.937 0.984  -0.216
51 C -0.773 5.910 1.386  -0.619
52 C -2.102 5.526 1.525  -0.665
53 C -2.525 4.301 1.075  -1.002
54 C -1.623 3.321 0.643  -0.591
55 C 1.316 2.258 2.570  0.281
56 C 2.394 1.505 3.050  -0.512
57 C 2.752 1.530 4.400  -0.572
58 C 1.946 2.252 5.289  -0.735
59 C 0.780 2.867 4.839  -0.489
60 C 0.465 2.875 3.518  -0.290
61 H 4.498 0.518 -3.355  0.755
62 H 4.048 0.575 -5.885  0.331
63 H 1.646 0.833 -6.641  0.380
64 H -0.160 0.883 -5.129  0.528
65 H 0.521 3.219 -3.058  0.491
66 H -0.489 5.162 -4.246  0.424
67 H -2.920 5.316 -4.543  0.335
68 H -4.400 3.319 -3.990  0.385
69 H -3.301 1.279 -2.988  0.272
70 H -3.179 -0.673 -1.514  0.536
71 H -4.895 -1.871 -2.698  0.360
72 H -4.191 -3.459 -4.482  0.383
73 H -1.910 -3.171 -5.578  0.315
74 H -0.293 -1.654 -4.612  0.264
75 H 4.778 -1.368 -2.974  0.217
76 H 5.605 -3.738 -2.868  0.358
77 H 4.376 -5.461 -1.393  0.364
78 H 2.362 -4.730 -0.233  0.320
79 H 0.243 -0.477 2.653  0.282
80 H 0.688 -0.989 5.054  0.569
81 H 1.959 -2.908 5.690  0.436
82 H 2.713 -4.615 3.982  0.428
83 H 2.175 -4.220 1.593  0.203
84 H -1.523 -2.960 1.554  0.182
85 H -2.356 -5.255 1.584  0.449
86 H -1.893 -6.791 -0.302  0.406
87 H -0.388 -5.980 -2.238  0.400
88 H 0.542 -3.678 -2.083  0.812
89 H 4.724 2.584 -2.595  0.230
90 H 5.818 4.555 -1.691  0.359
91 H 5.087 5.523 0.496  0.416
92 H 3.098 4.525 1.656  0.438
93 H 1.242 5.203 0.887  0.212
94 H -0.364 6.903 1.558  0.445
95 H -2.829 6.211 1.988  0.352
96 H -3.584 4.068 1.110  0.463
97 H -1.972 2.332 0.322  0.654
98 H 2.989 0.934 2.359  0.430
99 H 3.613 0.941 4.782  0.386
100 H 2.202 2.324 6.341  0.331
101 H 0.125 3.402 5.524  0.327
102 H -0.466 3.332 3.316  0.359
103 I -2.934 1.199 3.308  0.388
104 I -2.722 2.973 5.569  -0.455
105 Cl -5.175 -3.842 6.610  -0.245
106 C -5.019 -2.983 5.174  0.314
107 C -3.710 -2.692 4.739  -0.737
108 C -3.459 -2.071 3.554  0.063
109 C -4.520 -1.806 2.672  0.575
110 C -5.817 -2.189 3.041  -0.626
111 C -6.066 -2.705 4.293  -0.557
112 C -4.259 -0.985 1.404  0.274
113 O -5.070 -1.022 0.471  -0.702
114 O -3.134 -0.243 1.431  -0.388
115 H -2.890 -3.002 5.393  0.416
116 H -2.451 -1.785 3.288  0.120
117 H -6.613 -2.096 2.300  0.435
118 H -7.074 -2.771 4.619  0.411

Calculated values
- largest force on an atom (Eh/bohr) = 0.064
- total energy (eV) = -187403.54917
- net charge = -1
- HOMO (eV) = -4.974

***

Entry 6:
ORCA calculation (ωB97M-V/def2-TZVPD) on C15H29Cl2F6FeNO4S2Sb as an isolated structure.

Each line ends with the Löwdin spin population.
Atoms and positions in Å:
1 Fe 0.581 1.994 -0.299  3.764
2 Cl 2.971 3.030 -0.412  0.032
3 C 2.447 4.072 -1.752  0.002
4 Cl 0.859 3.492 -2.323  0.039
5 H 3.163 4.004 -2.563  0.000
6 H 2.327 5.084 -1.384  0.001
7 F -1.664 4.829 -0.604  0.000
8 C -2.623 4.460 0.240  0.002
9 F -3.798 4.768 -0.251  0.000
10 F -2.434 5.045 1.406  0.001
11 S -2.541 2.587 0.455  0.006
12 O -1.526 2.149 -0.526  0.046
13 O -3.842 2.055 0.317  0.004
14 N -1.983 2.369 1.931  0.002
15 S -0.455 2.372 2.134  0.014
16 O 0.255 3.368 1.296  0.048
17 O 0.216 1.070 1.929  0.075
18 C -0.264 2.805 3.929  0.003
19 F 1.030 2.811 4.185  0.001
20 F -0.876 1.873 4.627  0.001
21 F -0.794 3.984 4.134  0.002
22 C 0.269 -2.747 -2.790  0.077
23 C 0.457 -1.270 -2.703  0.325
24 C -0.633 -0.423 -3.282  0.051
25 C 1.848 -0.750 -2.891  0.056
26 Sb 0.175 -0.750 -0.148  0.274
27 C -1.699 -1.758 0.468  0.021
28 C -2.014 -1.263 1.878  0.012
29 C -1.453 -3.264 0.466  0.003
30 C -2.824 -1.393 -0.488  0.000
31 C 1.883 -1.677 0.887  0.014
32 C 1.502 -1.946 2.342  0.004
33 C 2.327 -2.968 0.204  0.006
34 C 2.992 -0.626 0.831  0.005
35 H 0.405 -3.002 -3.853  0.033
36 H -0.741 -3.061 -2.532  0.005
37 H 1.009 -3.321 -2.237  0.005
38 H -0.478 -0.430 -4.371  0.022
39 H -0.586 0.619 -2.965  0.005
40 H -1.628 -0.818 -3.102  0.002
41 H 2.090 -0.891 -3.954  0.022
42 H 2.597 -1.302 -2.325  0.004
43 H 1.932 0.318 -2.690  0.005
44 H -1.236 -1.500 2.602  0.000
45 H -2.926 -1.782 2.189  0.003
46 H -2.224 -0.196 1.911  0.000
47 H -0.639 -3.563 1.123  0.000
48 H -1.259 -3.659 -0.531  0.000
49 H -2.362 -3.749 0.834  0.000
50 H -3.027 -0.323 -0.520  0.000
51 H -3.732 -1.887 -0.132  0.000
52 H -2.646 -1.754 -1.501  0.000
53 H 0.773 -2.745 2.452  0.000
54 H 1.133 -1.052 2.845  0.000
55 H 2.411 -2.264 2.862  0.001
56 H 1.530 -3.709 0.145  0.000
57 H 3.130 -3.403 0.806  0.001
58 H 2.733 -2.796 -0.792  0.000
59 H 2.725 0.270 1.397  0.001
60 H 3.252 -0.337 -0.191  0.001
61 H 3.889 -1.050 1.290  0.001

Calculated values
- largest force on an atom (Eh/bohr) = 0.010
- total energy (eV) = -129632.46783
- net charge = +2
- HOMO (spin up / spin down) (eV) = -15.127 / -15.745
- expectation value of S² = 8.76
- spin multiplicity = 6